Here is C32H46AsIN6O2RbS as an isolated structure from OMol25. Energies are from the ωB97M-V functional and the def2-TZVPD basis.

Properties
multiplicity = 1
maximum force = 1.162 eV/Å
charge = -1
HOMO = -4.324 eV
ΔE to the lowest compared entry with this formula, charge and spin = 17.9 kcal per mole
energy = -4681.81437 Eh
LUMO energy = 2.016 eV
frontier orbital gap = 6.3406 eV

Element x y z (Å)
1 Rb -0.410 -0.699 -0.341
2 N -3.561 -1.837 1.311
3 C -3.407 -0.497 1.058
4 S -4.490 0.267 -0.027
5 N -2.426 0.175 1.650
6 N -1.481 -0.667 2.208
7 C -0.760 -0.202 3.165
8 C -0.981 1.093 3.855
9 C -2.260 1.508 4.226
10 C -2.439 2.725 4.859
11 C -1.354 3.553 5.116
12 C -0.081 3.152 4.745
13 C 0.101 1.924 4.124
14 C 0.463 -0.995 3.479
15 C 0.935 -1.114 4.783
16 C 2.088 -1.846 5.007
17 C 2.738 -2.415 3.927
18 C 2.206 -2.231 2.656
19 N 1.089 -1.544 2.432
20 H -4.119 -2.321 0.627
21 H -2.731 -2.302 1.646
22 H -3.108 0.881 3.999
23 H -3.438 3.035 5.138
24 H -1.502 4.511 5.597
25 H 0.771 3.793 4.931
26 H 1.099 1.614 3.836
27 H 0.401 -0.638 5.594
28 H 2.472 -1.960 6.014
29 H 3.653 -2.977 4.048
30 H 2.698 -2.610 1.769
31 C -3.130 -2.078 -2.378
32 N -1.740 -2.386 -2.663
33 C -1.323 -1.758 -3.899
34 C -1.502 -3.819 -2.735
35 C -1.824 -4.578 -1.460
36 N -1.238 -3.966 -0.286
37 C 0.210 -3.946 -0.353
38 C -1.673 -4.597 0.935
39 H -3.808 -2.501 -3.141
40 H -3.282 -1.001 -2.323
41 H -3.413 -2.465 -1.402
42 H -1.861 -2.165 -4.776
43 H -0.253 -1.903 -4.050
44 H -1.522 -0.687 -3.856
45 H -0.453 -3.966 -3.002
46 H -2.095 -4.276 -3.556
47 H -1.470 -5.622 -1.595
48 H -2.908 -4.639 -1.318
49 H 0.641 -4.964 -0.358
50 H 0.617 -3.412 0.507
51 H 0.566 -3.421 -1.236
52 H -1.344 -5.651 1.008
53 H -2.763 -4.581 1.006
54 H -1.261 -4.063 1.793
55 I 5.062 4.842 0.001
56 C 4.350 2.897 -0.200
57 C 4.961 2.030 -1.091
58 C 4.453 0.748 -1.249
59 C 3.336 0.326 -0.538
60 C 2.756 1.206 0.374
61 C 3.256 2.486 0.547
62 C 2.687 -1.018 -0.837
63 O 3.159 -2.036 -0.317
64 O 1.687 -0.928 -1.592
65 H 5.820 2.351 -1.666
66 H 4.917 0.070 -1.953
67 H 1.890 0.899 0.949
68 H 2.788 3.166 1.245
69 C 0.930 4.961 -1.347
70 C 1.204 3.874 -2.374
71 As 0.265 2.183 -2.033
72 C 0.651 1.344 -3.773
73 C 2.128 1.217 -4.099
74 C -1.589 2.706 -2.449
75 C -2.360 3.195 -1.232
76 H 1.530 5.852 -1.544
77 H 1.180 4.620 -0.340
78 H -0.119 5.264 -1.341
79 H 2.268 3.614 -2.359
80 H 0.962 4.208 -3.390
81 H 0.116 1.933 -4.528
82 H 0.200 0.349 -3.742
83 H 2.623 2.188 -4.164
84 H 2.264 0.725 -5.065
85 H 2.635 0.620 -3.343
86 H -2.066 1.802 -2.849
87 H -1.572 3.438 -3.265
88 H -2.334 2.463 -0.421
89 H -3.416 3.340 -1.461
90 H -1.960 4.138 -0.854

Atom charges from the Mulliken analysis, given in e for atoms 1 to 8:
1. Rb 0.411
2. N -0.376
3. C -0.195
4. S -0.417
5. N -0.280
6. N -0.200
7. C 0.124
8. C 0.247